Record 1
This record from OMol25 describes a cluster of 2 separate species, C2H8O in total in a non-equilibrium geometry. The level of theory is ωB97M-V/def2-TZVPD.

Each line ends with the natural charge from an NBO analysis.
CARTESIAN COORDINATES (ANGSTROEM)
C: 0.76 0.06 -1.39  -0.6006
C: 1.57 -1.04 -0.87  -0.6016
H: -0.08 0.33 -0.72  0.1961
H: 0.35 -0.14 -2.40  0.2044
H: 1.45 0.92 -1.45  0.1987
H: 2.32 -1.26 -1.65  0.2007
H: 0.94 -1.93 -0.71  0.1983
H: 2.10 -0.82 0.08  0.2039
O: -3.24 1.11 3.38  -0.9398
H: -3.84 1.40 2.66  0.4700
H: -2.34 1.35 3.07  0.4699

E_LUMO ... 0.0273 Ha
Energy above the lowest of the compared OMol25 structures with the same formula, charge and spin ... 3.6 kcal/mol
HOMO ... -11.58 eV
Orbital gap ... 12.33 eV
Max |F| ... 2.047 eV/Å
Total charge ... 0


Record 2
This record from OMol25 describes a cluster of 2 separate species, C2H8O2 in total in a non-equilibrium geometry. The level of theory is ωB97M-V/def2-TZVPD.

Each line ends with the natural charge from an NBO analysis.
CARTESIAN COORDINATES (ANGSTROEM)
C: 0.73 -0.03 1.96  -0.2582
O: 0.86 -1.12 1.08  -0.7505
H: 1.13 -1.95 1.52  0.4805
H: 1.47 0.01 2.73  0.1810
H: -0.39 -0.02 2.16  0.1743
H: 0.90 0.92 1.47  0.1775
C: -0.92 0.67 -1.95  -0.2311
O: -0.36 -0.59 -2.05  -0.7316
H: -0.11 -0.94 -1.06  0.4871
H: -1.98 0.66 -1.72  0.1478
H: -0.40 1.34 -1.23  0.1508
H: -0.94 1.05 -2.89  0.1726

E_LUMO ... 0.0278 Ha
Energy above the lowest of the compared OMol25 structures with the same formula, charge and spin ... 31.8 kcal/mol
HOMO ... -9.83 eV
Orbital gap ... 10.58 eV
Max |F| ... 4.433 eV/Å
Total charge ... 0


Record 3
This record from OMol25 describes a cluster of 3 separate species, C2H8O2 in total in a non-equilibrium geometry. The level of theory is ωB97M-V/def2-TZVPD.

Each line ends with the natural charge from an NBO analysis.
CARTESIAN COORDINATES (ANGSTROEM)
C: 0.28 -2.06 0.91  -0.3725
C: -0.61 -1.55 0.01  -0.3934
H: 0.88 -2.84 0.65  0.1883
H: 0.25 -1.91 1.94  0.1900
H: -0.47 -1.57 -1.09  0.1910
H: -1.55 -1.06 0.24  0.1967
H: 1.84 2.39 -0.94  0.4696
H: 1.93 0.89 -0.52  0.4741
O: 2.34 1.59 -1.06  -0.9440
H: -2.08 2.45 -0.39  0.4557
H: -1.15 1.59 -0.14  0.4486
O: -1.65 2.11 0.39  -0.9041

E_LUMO ... 0.0201 Ha
Energy above the lowest of the compared OMol25 structures with the same formula, charge and spin ... 36.3 kcal/mol
HOMO ... -10.11 eV
Orbital gap ... 10.66 eV
Max |F| ... 5.254 eV/Å
Total charge ... 0


Record 4
This record from OMol25 describes a cluster of 3 separate species, C2H8O3 in total in a non-equilibrium geometry. The level of theory is ωB97M-V/def2-TZVPD.

Each line ends with the natural charge from an NBO analysis.
CARTESIAN COORDINATES (ANGSTROEM)
O: 0.52 0.93 0.25  -0.5551
C: 1.30 1.15 -0.63  0.4423
C: 1.46 0.27 -1.79  -0.7284
H: 1.93 2.05 -0.57  0.1131
H: 0.99 0.84 -2.64  0.2498
H: 1.07 -0.78 -1.55  0.2491
H: 2.49 0.23 -2.10  0.2310
H: -0.98 -1.20 -0.14  0.4732
H: -2.30 -1.91 -0.01  0.4671
O: -1.48 -1.99 -0.47  -0.9424
H: -1.43 -0.04 2.51  0.4651
H: -1.51 0.43 3.84  0.4493
O: -2.04 0.02 3.30  -0.9142

E_LUMO ... 0.0278 Ha
Energy above the lowest of the compared OMol25 structures with the same formula, charge and spin ... 18.1 kcal/mol
HOMO ... -10.45 eV
Orbital gap ... 11.21 eV
Max |F| ... 7.451 eV/Å
Total charge ... 0